DFT (ωB97M-V with the def2-TZVPD basis set) results for C33H32Cl2CoN4O4 as an isolated structure.

Computed properties:
Multiplicity   4
LUMO energy (spin up / spin down)   0.142 / 0.142 Ha
<S²>   3.8088
HOMO-LUMO gap (spin up / spin down)   3.04 / 4.68 eV
Total charge   -2

```
76
Properties=species:S:1:pos:R:3:forces:R:3:mulliken_charge:R:1
Co 1.039 0.294 0.899 0.052 -0.441 0.248 0.21
C 2.665 0.900 4.837 -0.004 -0.043 0.016 -1.24
C 2.475 0.324 3.443 0.126 -0.082 0.085 1.52
O 2.135 1.160 2.541 -0.099 0.106 -0.014 -0.94
C 2.700 -1.034 3.293 -0.063 0.006 -0.048 -1.77
C 2.668 -1.838 2.105 0.094 -0.041 0.092 1.48
C 3.300 -3.204 2.214 0.035 0.006 0.012 -1.26
N 2.156 -1.455 0.962 -0.034 0.068 -0.125 -0.01
N 2.376 -2.375 -0.048 -0.133 0.194 -0.011 -0.62
C 1.840 -2.152 -1.228 0.055 0.132 0.094 -0.44
O 0.932 -1.087 -1.291 -0.184 -0.138 0.061 -0.36
C 2.232 -2.954 -2.340 0.087 -0.135 -0.031 1.38
C 1.541 -3.198 -3.578 -0.011 0.028 0.050 0.05
C 2.039 -4.055 -4.535 -0.013 -0.026 -0.062 -1.04
C 3.240 -4.756 -4.369 -0.027 0.033 0.044 -0.58
C 3.914 -4.570 -3.147 0.052 -0.034 -0.011 -0.42
C 3.441 -3.725 -2.178 -0.005 0.025 -0.002 -1.14
H 1.710 1.286 5.200 -0.011 -0.001 0.009 0.14
H 3.350 1.748 4.801 0.029 0.008 -0.004 0.31
H 3.036 0.156 5.544 -0.005 0.009 -0.016 0.36
H 3.013 -1.559 4.187 0.019 0.007 -0.006 -0.01
H 3.556 -3.417 3.252 0.000 -0.016 0.003 0.38
H 4.206 -3.253 1.605 -0.007 0.017 -0.005 0.20
H 2.639 -3.976 1.817 -0.027 0.008 0.010 0.33
H 0.580 -2.760 -3.788 -0.018 0.027 0.014 0.66
H 1.456 -4.193 -5.441 0.011 -0.006 -0.005 0.34
H 3.616 -5.427 -5.131 0.000 -0.006 -0.007 0.35
H 4.843 -5.101 -2.958 -0.006 -0.003 -0.012 0.34
H 3.987 -3.602 -1.254 -0.005 -0.004 -0.007 0.33
O 1.937 3.860 4.037 -0.140 0.117 -0.051 -0.59
C 0.619 4.059 4.512 0.134 -0.033 -0.057 -0.55
N -0.255 4.739 3.592 -0.006 0.128 0.053 -0.04
C -1.556 4.326 3.215 -0.008 0.097 -0.004 0.16
O -2.438 5.204 3.238 0.004 -0.041 -0.021 -0.82
C -1.759 2.992 2.763 -0.044 -0.110 0.010 -0.26
C -3.076 2.527 2.401 0.033 0.015 -0.060 -0.67
C -3.248 1.355 1.773 -0.004 0.053 0.055 -1.04
C -2.080 0.482 1.382 -0.052 -0.013 0.081 0.33
N -0.780 0.972 1.828 0.019 -0.111 -0.146 -0.61
C -0.703 2.125 2.417 0.089 0.135 0.032 1.00
H 1.937 3.125 3.399 0.117 -0.165 -0.024 0.25
H 0.748 4.668 5.413 -0.028 -0.019 0.003 0.39
H 0.162 3.110 4.801 -0.068 -0.041 -0.040 0.40
H -0.274 5.740 3.715 -0.023 -0.014 0.034 0.32
H -3.922 3.165 2.630 -0.009 -0.005 0.017 0.36
H -4.243 1.026 1.484 0.000 -0.047 0.034 0.34
H -2.220 -0.531 1.795 0.042 -0.002 -0.055 0.52
H 0.321 2.424 2.599 -0.032 0.079 0.045 0.00
Cl 0.650 2.165 -0.561 -0.011 0.194 -0.169 -0.18
C -0.985 2.438 -1.155 0.052 0.026 0.053 1.14
C -1.137 3.601 -1.900 -0.049 -0.010 0.008 -0.77
C -2.358 3.910 -2.472 -0.009 -0.001 -0.005 -0.50
C -3.427 3.041 -2.300 0.024 -0.008 0.017 -0.82
C -3.254 1.889 -1.554 0.015 0.006 0.033 -0.49
C -2.039 1.545 -0.953 0.021 -0.016 0.032 0.45
C -1.985 0.272 -0.144 -0.060 0.063 -0.172 0.07
H -0.287 4.258 -2.019 0.003 0.005 0.003 0.48
H -2.470 4.823 -3.043 -0.008 -0.002 -0.003 0.37
H -4.392 3.260 -2.738 -0.003 0.011 -0.005 0.40
H -4.087 1.210 -1.415 -0.013 0.005 -0.013 0.40
H -1.058 -0.272 -0.335 -0.014 0.031 0.098 -1.23
H -2.808 -0.368 -0.478 -0.008 0.035 0.004 0.72
Cl -5.053 -3.205 -3.494 0.018 0.001 0.002 -0.28
C -3.483 -2.482 -3.204 -0.060 0.018 -0.031 0.37
C -2.656 -3.021 -2.235 0.019 -0.026 0.024 -0.97
C -1.418 -2.440 -2.002 0.007 -0.006 -0.114 0.50
C -1.010 -1.333 -2.736 0.023 -0.026 -0.041 0.83
C 0.319 -0.661 -2.477 0.056 0.052 -0.071 -1.79
C -1.861 -0.812 -3.704 0.006 0.013 0.037 -0.48
C -3.103 -1.378 -3.948 0.027 -0.048 0.046 -0.89
H -2.976 -3.883 -1.667 -0.012 0.004 0.000 0.38
H -0.760 -2.842 -1.243 0.003 -0.005 0.011 0.40
H 0.125 0.403 -2.340 0.034 0.020 -0.064 0.10
H 0.985 -0.760 -3.338 0.013 -0.063 0.035 0.94
H -1.560 0.067 -4.264 0.008 0.007 0.009 0.36
H -3.769 -0.966 -4.693 -0.011 0.001 0.001 0.42
```
Positions in Å, forces in eV/Å.